Entry 1:
DFT (ωB97M-V/def2-TZVPD) results for 2 unconnected molecules or ions with the total composition C22H36N3O2P.

Electronic energy = -41250.26808 eV
E_HOMO = -6.0510 eV
HOMO-LUMO gap = 4.21 eV

Each line ends with the natural charge from an NBO analysis.
Cartesian coordinates (Å):
C 4.56385 -2.54596 1.47890  -0.65
C 4.11059 -2.63452 0.03400  0.26
C 4.81305 -1.56029 -0.76782  -0.64
C 4.52218 -4.00319 -0.50569  -0.61
O 2.64545 -2.54936 -0.13270  -0.57
C 1.97854 -1.41004 0.28346  0.85
N 0.70737 -1.22179 -0.00534  -0.74
C 0.24405 -1.69502 -1.27135  -0.27
C -1.07599 -2.44691 -1.28093  0.09
C -1.53926 -2.87793 -2.52923  -0.25
C -2.71526 -3.62095 -2.64611  -0.22
C -3.47747 -3.85774 -1.48135  -0.25
C -3.02837 -3.41086 -0.23051  -0.21
C -1.81859 -2.68547 -0.12311  -0.28
O 2.64337 -0.53264 0.90493  -0.81
H 4.11886 -3.35210 2.07196  0.20
H 5.65929 -2.64185 1.54827  0.20
H 4.27616 -1.58246 1.89842  0.26
H 4.55246 -1.63203 -1.83072  0.20
H 4.56409 -0.57179 -0.37430  0.24
H 5.89887 -1.68137 -0.68463  0.20
H 4.23063 -4.11761 -1.55585  0.21
H 5.61331 -4.14248 -0.47067  0.20
H 4.08321 -4.81915 0.08253  0.21
H 1.02339 -2.31811 -1.80007  0.19
H -0.92183 -2.63123 -3.40498  0.21
H -3.07503 -3.88400 -3.64469  0.21
H -4.46477 -4.29887 -1.58850  0.20
H -3.66958 -3.51018 0.65279  0.20
H -1.44022 -2.37335 0.86546  0.24
C -4.45526 1.30807 -0.87027  -0.63
C -3.73955 1.54253 0.46071  0.12
C -4.43937 2.61320 1.30505  -0.61
C -3.64925 0.19678 1.18449  -0.63
N -2.37802 2.08445 0.25113  -0.61
P -1.37938 2.45606 1.58169  1.18
H 0.11473 -0.82330 -1.89667  0.16
N -0.17372 2.82578 0.44064  -0.59
C 1.17479 3.21434 0.88871  0.11
C 2.12211 3.34055 -0.29971  -0.63
C 1.70217 2.13042 1.82134  -0.66
C 0.96822 4.55015 1.60752  -0.60
C -0.73437 3.26183 -0.74905  -0.03
C -2.01247 2.82364 -0.85981  -0.05
H -3.95752 0.55335 -1.49995  0.25
H -5.46427 0.92939 -0.64788  0.24
H -4.58121 2.23064 -1.45211  0.20
H -3.85217 2.80715 2.21838  0.21
H -4.45671 3.53737 0.70382  0.21
H -5.45777 2.31053 1.58038  0.23
H -3.08573 0.24807 2.12482  0.22
H -4.67285 -0.14182 1.41249  0.22
H -3.19798 -0.57932 0.54620  0.26
H 1.80479 4.11472 -1.00815  0.19
H 3.10268 3.63925 0.09292  0.24
H 2.25985 2.39122 -0.83575  0.25
H 1.04421 1.94895 2.68441  0.20
H 1.86073 1.17204 1.28513  0.33
H 2.68736 2.45342 2.19310  0.22
H 0.20242 4.42728 2.39146  0.20
H 1.90858 4.90354 2.04957  0.23
H 0.59122 5.26604 0.85954  0.20
H -0.15232 3.87112 -1.41525  0.24
H -2.72625 3.00185 -1.64102  0.24



Entry 2:
DFT (ωB97M-V/def2-TZVPD) results for a molecular structure, C22H36N4O2SSn.

Electronic energy = -50118.76518 eV
ΔE to the lowest compared entry with this formula, charge and spin = 84.6 kJ/mol
E_HOMO = -7.1561 eV
HOMO-LUMO gap = 6.97 eV

Each line ends with the natural charge from an NBO analysis.
Cartesian coordinates (Å):
Sn 0.38947 1.37383 0.19676  1.13
C 0.78249 2.25036 4.04149  -0.25
O 0.79970 1.29660 3.00729  -0.55
C 1.72291 0.24872 3.18371  -0.09
C 3.02042 0.49661 2.42706  -0.09
O 2.79899 0.29567 1.04782  -0.55
C 4.00088 0.28238 0.31702  -0.25
H 0.43903 1.79231 4.97711  0.17
H 0.07406 3.02363 3.74556  0.20
H 1.76516 2.70319 4.20147  0.17
H 1.26513 -0.65480 2.77761  0.21
H 1.94633 0.10351 4.24518  0.19
H 3.79576 -0.20077 2.77135  0.18
H 3.37147 1.52212 2.59895  0.19
H 4.61414 -0.57625 0.61907  0.18
H 4.57485 1.20073 0.48305  0.17
H 3.74077 0.19878 -0.73521  0.20
C -0.40871 -5.32654 -2.15391  -0.61
C -0.57468 -4.90600 -3.60899  -0.39
C -1.15988 -3.50213 -3.76524  -0.41
C -0.19233 -2.38164 -3.36112  -0.25
N 0.04674 -2.29153 -1.93606  -0.59
C -0.76160 -1.74062 -1.02455  0.36
S -0.18127 -1.62435 0.54884  -0.32
N -1.99163 -1.36674 -1.37777  -0.60
C -2.96318 -0.75887 -0.50077  -0.22
C -3.83078 -1.79975 0.21292  -0.41
C -4.55091 -2.74315 -0.75206  -0.40
C -5.53443 -2.02719 -1.67191  -0.61
H -0.10515 -6.36859 -2.09429  0.21
H -1.34692 -5.21138 -1.61603  0.20
H 0.34226 -4.72633 -1.65095  0.20
H -1.24342 -5.61266 -4.10522  0.20
H 0.38809 -4.95454 -4.12163  0.19
H -2.07925 -3.44175 -3.18077  0.19
H -1.42403 -3.34082 -4.81254  0.22
H -0.55703 -1.41116 -3.72036  0.24
H 0.77078 -2.56443 -3.83959  0.21
H 0.97630 -2.48073 -1.59681  0.42
H -2.25380 -1.47212 -2.34404  0.41
H -3.58845 -0.09525 -1.09957  0.21
H -2.43743 -0.15666 0.24938  0.23
H -4.56364 -1.26872 0.82342  0.20
H -3.19391 -2.38439 0.87921  0.22
H -5.09300 -3.48715 -0.16483  0.21
H -3.81245 -3.27975 -1.35281  0.19
H -6.23112 -1.42779 -1.09040  0.20
H -6.10670 -2.74973 -2.24897  0.21
H -5.02008 -1.37219 -2.37082  0.19
C 1.81500 3.15046 -0.54014  -0.90
C 1.92518 4.00654 0.62095  0.00
C 0.81845 4.76580 1.03050  -0.21
C 0.84908 5.53810 2.16071  -0.16
C 2.01634 5.60384 2.92827  -0.25
C 3.12946 4.85220 2.53714  -0.13
C 3.07609 4.06082 1.41573  -0.26
C 2.07181 6.43241 4.06088  0.28
N 2.11928 7.11929 4.98142  -0.33
H 2.77246 2.84246 -0.95571  0.22
H 1.21695 3.61965 -1.32142  0.23
H -0.07833 4.72229 0.42448  0.21
H -0.02418 6.09736 2.46022  0.22
H 4.03822 4.90822 3.11781  0.22
H 3.94537 3.48402 1.12744  0.21
N -0.20567 0.76436 -3.10288  -0.48
C 0.09455 0.95021 -2.00247  -0.22



Entry 3:
DFT (ωB97M-V/def2-TZVPD) results for a molecular structure, C22H36N7O3Pt.

Electronic energy = -43213.67351 eV
Charge = +1
ΔE to the lowest compared entry with this formula, charge and spin = 151.9 kJ/mol
E_HOMO (spin up / spin down) = -10.8949 / -10.8651 eV
HOMO-LUMO gap (spin up / spin down) = 7.05 / 7.04 eV

Each line ends with the natural charge from an NBO analysis.
Cartesian coordinates (Å):
Pt -0.03391 0.56448 -0.53107  1.06
N -0.06322 0.01597 1.61248  -0.81
C 0.01426 -1.44862 1.88300  -0.18
C -0.47582 -1.87671 3.28120  -0.43
C -1.74272 -1.26616 3.90062  -0.43
C -3.08843 -1.90621 3.55988  -0.23
N -3.41124 -1.97771 2.13589  -0.58
C -3.43088 -0.88493 1.37815  0.69
N -3.64819 0.31180 1.94297  -0.79
N -3.18005 -0.91710 0.06566  -0.80
C -0.56831 -2.27625 0.69020  0.76
O -1.19607 -3.30738 0.95282  -0.73
O -0.29820 -1.83383 -0.45922  -0.81
H 0.62927 0.51902 2.15818  0.40
H -0.97305 0.39257 1.87108  0.40
H 1.08231 -1.68410 1.84559  0.22
H 0.34145 -1.66899 3.97591  0.22
H -0.57836 -2.96286 3.23707  0.26
H -1.78827 -0.18907 3.70632  0.19
H -1.64928 -1.34210 4.98581  0.24
H -3.88838 -1.38340 4.09081  0.20
H -3.11194 -2.93480 3.91776  0.24
H -2.96805 -2.77108 1.67084  0.45
H -4.04568 0.36584 2.86456  0.42
H -3.76169 1.09942 1.32339  0.44
H -2.94605 -1.81738 -0.32713  0.43
H -2.66344 -0.11766 -0.28779  0.46
C 0.22178 3.60855 1.32232  -0.60
C -1.26784 3.94987 1.24892  -0.25
C -2.05875 3.21510 2.32635  -0.60
C -1.80547 3.83280 -0.17125  0.03
C -2.13981 5.02656 -0.80581  -0.21
C -2.55747 5.05980 -2.12476  -0.21
C -2.58295 3.88252 -2.84411  -0.19
C -2.25917 2.65432 -2.26631  -0.06
C -2.10388 1.48937 -3.22522  -0.24
C -0.61444 1.24900 -3.44101  -0.47
C -2.79904 0.16396 -2.91938  -0.61
C -1.93973 2.62426 -0.89523  0.24
O -1.85890 1.43791 -0.20025  -0.84
H 0.60795 3.78930 2.32782  0.21
H 0.79631 4.21896 0.62428  0.22
H 0.39990 2.55941 1.06986  0.18
H -1.34416 5.01339 1.48624  0.21
H -1.96042 2.13470 2.22872  0.18
H -3.12028 3.46737 2.28166  0.21
H -1.68985 3.49956 3.31377  0.22
H -2.06614 5.95088 -0.24589  0.21
H -2.83137 5.99539 -2.59298  0.23
H -2.84994 3.90462 -3.89390  0.21
H -2.50612 1.84707 -4.17558  0.23
H -0.18835 0.99594 -2.43944  0.08
H -0.08681 2.14604 -3.76492  0.23
H -0.39263 0.41906 -4.11061  0.23
H -2.18614 -0.46627 -2.27738  0.20
H -2.93379 -0.39140 -3.84847  0.23
H -3.77732 0.29785 -2.45978  0.22
N 4.33644 -2.54544 -1.34355  -0.77
C 3.77714 -1.31750 -1.37617  0.37
C 2.43766 -1.12661 -0.97107  -0.03
N 1.90330 0.07994 -1.00336  -0.41
C 2.65075 1.11964 -1.42660  -0.09
C 3.95401 0.90096 -1.81498  0.04
N 4.52360 -0.29906 -1.79259  -0.42
H 3.79730 -3.36371 -1.12985  0.41
H 5.27383 -2.65401 -1.68942  0.42
H 1.78919 -1.93908 -0.67522  0.25
H 2.19313 2.09831 -1.43401  0.23
H 4.56292 1.72778 -2.15784  0.22



Number 1: strongest force on any atom 3.44 eV/A, molar mass 405.52 g/mol. Number 2: strongest force on any atom 1.08 eV/A, molar mass 539.33 g/mol. Number 3: strongest force on any atom 1.24 eV/A, molar mass 641.65 g/mol.